ORCA calculation (ωB97M-V/def2-TZVPD) on a cluster of 6 separate species, C26H60BN2O7 in total.

Values from the calculation:
HOMO-LUMO gap (eV): 6.15
Total energy (eV): -45917.26558
LUMO level (Ha): -0.1835

Geometry as ORCA input:
```
! wB97M-V def2-TZVPD RIJCOSX def2/J DEFGRID3
* xyz 1 1
C -1.4886 2.4814 -3.6060
C -1.3847 1.6168 -2.3555
O -0.6996 0.3471 -2.6383
B 0.3582 0.1591 -1.8519
O 0.3334 -0.6033 -0.7207
N 1.7308 0.7853 -2.2282
C 2.8169 0.4027 -1.5650
C 4.0545 0.9331 -1.9061
C 4.0941 1.8602 -2.9132
C 2.8861 2.2050 -3.5255
N 1.7312 1.6769 -3.2122
H -2.4932 2.4935 -4.0062
H -0.7763 2.1324 -4.3397
H -1.2029 3.4999 -3.3605
H -0.7826 2.1537 -1.6201
H -2.3494 1.3973 -1.9251
H 0.5078 -0.0512 0.0553
H 2.7415 -0.3209 -0.7723
H 4.9505 0.6201 -1.3987
H 5.0147 2.3162 -3.2334
H 2.9028 2.9499 -4.3041
C 0.3988 -3.6957 0.8064
C 1.6349 -3.2952 1.5917
O 1.4553 -2.1327 2.3841
C 0.4643 -2.2281 3.3972
C 0.7432 -3.3071 4.4278
H 0.0318 -2.8424 0.2371
H 0.6322 -4.5095 0.1190
H -0.4116 -4.0330 1.4535
H 2.4380 -3.0493 0.8933
H 1.9971 -4.1274 2.2037
H -0.5268 -2.3658 2.9507
H 0.4569 -1.2526 3.8844
H 0.6762 -4.3083 3.9996
H 0.0168 -3.2470 5.2378
H 1.7437 -3.1884 4.8451
C 3.5752 -6.4466 0.5358
C 3.6755 -6.7181 2.0288
O 3.8151 -8.0834 2.3549
C 4.9714 -8.7273 1.8489
C 6.2764 -8.1304 2.3474
H 2.7892 -7.0565 0.0885
H 3.3466 -5.3942 0.3599
H 4.5076 -6.6745 0.0173
H 2.7538 -6.3991 2.5179
H 4.4873 -6.1292 2.4730
H 4.9497 -8.7500 0.7534
H 4.8931 -9.7606 2.1848
H 6.4376 -7.1212 1.9638
H 7.1167 -8.7439 2.0227
H 6.2811 -8.0782 3.4366
C -4.0301 3.8911 1.4395
C -3.8517 2.4234 1.1064
O -2.5211 2.0730 0.7506
C -1.5472 2.3044 1.7515
C -1.7825 1.5295 3.0360
H -3.6558 4.5237 0.6323
H -5.0849 4.1118 1.5986
H -3.4965 4.1594 2.3521
H -4.4631 2.1641 0.2416
H -4.1988 1.7994 1.9358
H -1.4572 3.3760 1.9598
H -0.5956 1.9916 1.3073
H -2.6763 1.8762 3.5568
H -0.9368 1.6581 3.7126
H -1.9053 0.4659 2.8244
C 3.3619 2.2198 -7.9498
C 2.0617 1.8878 -7.2349
O 1.0978 2.9173 -7.2820
C 0.6439 3.2835 -8.5778
C -0.0330 2.1532 -9.3319
H 3.7588 3.1747 -7.6005
H 4.1036 1.4411 -7.7663
H 3.2234 2.2948 -9.0279
H 2.2623 1.7372 -6.1726
H 1.6446 0.9463 -7.6087
H 1.4661 3.7050 -9.1654
H -0.0689 4.0904 -8.4127
H 0.6670 1.3579 -9.5932
H -0.4636 2.5290 -10.2594
H -0.8287 1.7135 -8.7296
C -7.0903 2.6508 5.1655
C -5.6301 2.4995 5.5557
O -4.7629 3.4032 4.8925
C -5.0050 4.7802 5.1279
C -4.8642 5.1902 6.5833
H -7.2030 2.6039 4.0813
H -7.6824 1.8533 5.6139
H -7.5057 3.6013 5.5029
H -5.2806 1.5055 5.2742
H -5.5099 2.5797 6.6414
H -5.9870 5.0682 4.7367
H -4.2629 5.3115 4.5306
H -5.6420 4.7492 7.2080
H -4.9415 6.2733 6.6770
H -3.8989 4.8715 6.9785
*
```